{"formula": "C22H56N4O10Sr2", "method": "wB97M-V/def2-TZVPD", "symbols": ["C", "H", "C", "H", "H", "H", "H", "H", "O", "H", "C", "H", "H", "H", "H", "H", "C", "N", "H", "H", "H", "H", "H", "C", "C", "O", "H", "H", "H", "Sr", "H", "H", "H", "H", "C", "H", "H", "C", "H", "H", "H", "H", "C", "H", "C", "H", "O", "N", "H", "C", "H", "N", "H", "H", "H", "C", "O", "C", "C", "O", "H", "H", "C", "H", "H", "C", "H", "O", "H", "H", "C", "O", "O", "H", "H", "H", "O", "N", "C", "O", "H", "H", "H", "C", "H", "H", "H", "C", "C", "H", "H", "H", "C", "Sr"], "xyz": [[1.1053, -4.7347, 3.6152], [-0.9067, 1.8647, 1.6261], [-2.0241, 3.4193, -2.3857], [1.0216, -5.6059, 2.9654], [2.8905, -1.3332, 0.9518], [-1.2611, 3.8442, -1.7334], [-2.6990, 1.5302, 5.8905], [2.5863, 2.2290, -2.3598], [-0.7643, -1.3725, 1.0232], [2.1927, 1.8498, -0.0737], [0.8204, -1.4856, 5.5601], [-3.0047, 3.7595, -2.0528], [-3.4711, -1.5317, 2.0802], [-4.4924, -2.3230, -3.2462], [0.3393, 3.3637, 2.9500], [-4.6714, -3.3023, -1.0076], [-0.1127, -1.9934, 0.2040], [2.5514, -1.5637, -3.7751], [4.2742, -2.5654, -3.3311], [3.6110, 0.0909, 0.2655], [4.2918, -0.9118, -5.5525], [1.5405, -1.6510, 3.1769], [-4.4807, -0.1311, -2.4497], [-2.9686, 0.0079, -3.6536], [-0.1013, -1.1538, 4.3375], [1.8196, -3.7521, 2.9558], [5.1421, 0.0623, -4.5110], [-2.3268, 1.8881, -4.4613], [0.1898, 1.4593, -5.1652], [-1.8340, 0.1113, -0.6030], [0.2538, -1.9125, 6.3877], [0.5488, 1.0220, 1.7977], [0.9986, 5.5100, 2.6771], [0.5003, 6.3529, 1.3103], [1.0744, 5.4697, 1.5905], [1.6411, -5.0336, 4.5161], [1.6545, -2.1381, 5.3019], [4.7927, -0.9674, -4.5860], [-0.6954, -2.0276, 4.0702], [4.6330, -1.2227, 0.5574], [1.7952, 3.0459, 2.0807], [-2.9332, -2.5249, -2.4312], [0.7895, 2.0762, -4.4960], [-1.9408, 3.8854, -3.3675], [0.1330, 1.8983, 1.3004], [1.2647, 3.2295, -2.1516], [0.6752, -2.8807, 0.4757], [0.8374, -0.9293, 3.2475], [5.2628, -1.0285, -1.8992], [4.2120, -0.8550, -2.1313], [1.4379, 0.4764, -0.8881], [0.0658, 1.9180, -0.1637], [-3.6994, -0.1627, -4.4441], [-0.1492, 2.8991, -0.2701], [-2.0013, -0.4355, -3.8898], [3.6223, -0.9979, 0.2168], [0.8108, 1.4620, -3.1977], [-1.1465, 0.0271, 4.5594], [-3.1836, 0.5673, 5.7288], [-2.0382, 1.9872, -2.4660], [-3.7618, 0.6219, 4.8064], [2.3770, -0.6029, -4.0329], [-3.8667, -1.9623, -2.4297], [-3.8020, 0.2881, 6.5818], [2.1357, 5.5714, 1.3640], [-4.2075, -1.8924, 1.3621], [0.3694, 3.0790, -4.4185], [-3.6611, -1.7615, 0.0158], [-1.5749, 0.0724, 3.5581], [2.4298, -1.9881, -4.6835], [3.9821, -1.5222, -3.4513], [-2.0954, -0.3280, 5.5633], [0.5058, 4.2730, 1.0780], [1.3546, -0.6235, 5.9595], [0.2885, -0.9742, 2.4008], [1.3314, -3.4915, 2.1714], [3.3577, -1.4995, -1.0943], [-3.5533, -0.5304, -2.4257], [-4.5138, -2.2268, -1.0888], [-0.2828, -1.7355, -1.0256], [-4.3448, -2.9585, 1.5430], [0.0900, -4.4060, 3.8371], [-0.7058, 1.0035, 4.7605], [-2.8279, 1.5055, -3.5722], [-5.1322, -1.3236, 1.4592], [1.8415, 2.0689, -4.7815], [5.6559, -1.6275, -4.6718], [1.5174, 2.1692, -2.1549], [0.7217, 3.1783, 1.9462], [-3.7879, 2.0148, -3.4877], [4.0559, 0.2222, -2.1888], [-5.4794, -1.7480, -0.9262], [1.3724, 1.5524, -0.7270], [1.7363, -3.1978, -1.9236]], "lowdin_charge": [-0.17, 0.10, -0.06, 0.08, 0.09, 0.09, 0.08, 0.11, -0.13, 0.12, -0.05, 0.10, 0.08, 0.14, 0.13, 0.13, -1.10, -0.05, 0.13, 0.08, 0.09, 0.04, 0.13, -0.18, -0.37, -0.15, 0.10, 0.13, 0.09, 1.64, 0.08, 0.10, 0.09, 0.10, -0.08, 0.09, 0.06, -0.03, 0.12, 0.11, 0.12, 0.12, -0.07, 0.10, -0.20, 0.12, -0.10, 0.03, 0.15, -0.12, 0.10, -0.14, 0.14, 0.07, 0.13, -0.06, -0.23, -0.18, -0.09, -0.32, 0.08, 0.08, -0.18, 0.10, 0.10, -0.03, 0.09, -0.32, 0.09, 0.09, -0.47, -0.19, -0.20, 0.07, 0.00, 0.02, -0.35, -0.17, -0.17, -0.31, 0.10, 0.08, 0.12, -0.19, 0.10, 0.09, 0.10, -0.17, -0.19, 0.14, 0.13, 0.13, -0.15, 1.74], "lumo_energy_ev": -5.91, "gap_ev": 6.17, "relative_energy_kj_mol": 0.00, "charge": 2, "multiplicity": 1, "homo_energy_ev": -12.073}

---

{"formula": "C11H19N13SSn", "method": "wB97M-V/def2-TZVPD", "symbols": ["C", "H", "N", "H", "H", "H", "N", "N", "H", "H", "H", "S", "N", "N", "C", "C", "H", "N", "C", "H", "H", "H", "C", "H", "H", "H", "C", "H", "N", "N", "N", "C", "C", "C", "N", "H", "H", "N", "Sn", "N", "C", "C", "H", "H", "N"], "xyz": [[-0.0875, -6.2612, -0.5875], [1.5431, 1.8371, 2.8464], [0.9158, 4.0781, 0.3560], [0.9484, 6.4527, -0.8977], [1.9444, -5.7375, -0.2321], [1.4768, 4.9007, 0.5305], [-3.1413, -2.3727, 1.9296], [-4.2949, -4.2422, -0.6764], [2.6164, 3.1338, 2.3134], [-3.4608, -2.3509, 2.8956], [2.2974, -3.1086, 0.1600], [-0.2174, 2.3305, -1.3044], [-5.0835, -4.6542, 0.3626], [-0.6641, -4.1381, -0.9212], [0.6417, -4.1662, -0.6649], [1.8215, 2.4580, 1.9969], [1.2020, 6.5247, -2.6229], [-0.7156, 0.0440, 1.6866], [-2.1301, -1.4927, 1.5774], [0.7658, 4.2853, -2.8303], [1.0388, -2.0747, -0.5019], [2.2074, 1.8056, 1.2125], [-1.1258, -5.4493, -0.8832], [2.1284, -2.9537, -1.5899], [-2.1521, -5.7086, -1.0795], [-0.0285, -7.3277, -0.4632], [-3.7465, -3.1930, 1.0877], [0.2108, 3.8789, 2.2938], [-4.7658, -4.0319, 1.4349], [-1.5909, -1.3937, 0.3574], [1.0070, -5.4366, -0.4522], [0.6049, 3.2260, 1.5164], [2.9850, 5.9856, -1.5300], [1.5762, -3.0103, -0.6505], [-0.6950, -0.3927, 0.4734], [3.2974, 5.4475, -0.6335], [-0.1975, 2.5461, 1.2273], [0.9292, 4.6171, -1.8923], [-1.9060, -2.4134, -1.5881], [-1.6153, -0.6253, 2.4172], [0.6323, 3.7968, -0.8971], [1.4763, 5.9747, -1.7256], [3.3297, 7.0144, -1.4365], [3.4894, 5.5354, -2.3838], [-3.4676, -3.3378, -0.2307]], "lowdin_charge": [-0.03, 0.08, 0.05, 0.13, 0.18, 0.15, 0.26, 0.05, 0.08, 0.20, 0.10, 0.90, 0.05, -0.12, -0.36, -0.07, 0.13, -0.01, -0.41, 0.14, 0.04, 0.08, -0.12, 0.10, 0.10, 0.14, -0.36, 0.13, 0.13, -0.16, 0.14, -0.23, -0.06, 0.01, -0.06, 0.07, 0.05, 0.02, 1.25, 0.11, -0.72, -0.20, 0.09, 0.09, -0.14], "lumo_energy_ev": [-8.74, -9.10], "gap_ev": [6.50, 6.14], "relative_energy_kj_mol": 0.00, "charge": 2, "multiplicity": 1, "homo_energy_ev": [-15.243, -15.243]}